{
  "formula": "C5H10O3",
  "method": "ωB97M-V/def2-TZVPD",
  "species": ["C", "C", "O", "O", "O", "H", "H", "H", "H", "H", "H", "C", "C", "C", "H", "H", "H", "H"],
  "xyz": [[0.63106, 1.62583, -0.42184], [-1.90125, 0.29041, -0.99073], [-0.61148, 0.45906, -1.54559], [0.09774, 1.75451, 0.78315], [0.40985, 2.50017, -1.31833], [0.35860, 0.99322, 1.34054], [-0.36225, 1.60516, -1.88417], [1.46798, 0.92171, -0.49939], [-2.62119, 0.06957, -1.78444], [-1.89404, -0.54971, -0.28900], [-2.23318, 1.18720, -0.45480], [0.77324, -2.04812, 0.21500], [1.02909, -1.28709, 1.42510], [1.25364, -0.63806, 2.41278], [0.00080, -2.79781, 0.39486], [0.44075, -1.39264, -0.59358], [1.68103, -2.56230, -0.10598], [1.47960, -0.13112, 3.31643]],
  "forces_ev_per_angstrom": [[0.229, 1.277, -0.385], [0.034, 0.149, -0.270], [0.027, 1.394, -0.686], [0.014, -0.069, -0.398], [0.494, -0.329, 1.217], [0.074, 0.041, -0.142], [-0.653, -2.393, 0.559], [-0.205, -0.013, 0.004], [-0.046, -0.006, 0.098], [0.032, 0.013, -0.023], [-0.003, -0.057, -0.008], [-0.055, -0.192, -0.195], [0.087, 0.315, 0.286], [-0.031, -0.268, -0.206], [0.031, 0.035, -0.020], [-0.008, -0.011, 0.021], [-0.043, 0.027, 0.022], [0.023, 0.088, 0.127]]
}

=====

{
  "formula": "C28H16BF9FeO4",
  "method": "ωB97M-V/def2-TZVPD",
  "multiplicity": 5,
  "s2": 6.113,
  "charge": 2,
  "species": ["C", "O", "C", "C", "C", "C", "C", "C", "Fe", "C", "O", "C", "O", "C", "O", "H", "H", "H", "H", "H", "H", "H", "H", "H", "F", "C", "C", "C", "F", "C", "B", "C", "C", "F", "C", "C", "F", "C", "C", "F", "C", "C", "F", "C", "C", "F", "C", "C", "F", "H", "C", "F", "C", "H", "H", "H", "H", "H", "H"],
  "xyz": [[-2.63936, -1.20624, 4.57404], [-2.30044, 0.10813, 4.03633], [-2.43368, 0.24888, 2.60695], [-1.67693, 1.33084, 1.96613], [-0.87749, 0.99392, 0.72631], [-1.29513, -0.36513, -0.14843], [-2.50845, -0.98120, 0.41749], [-3.13925, -0.65546, 1.63524], [-3.68781, 2.17498, 2.74829], [-3.05780, 3.41358, 1.73938], [-2.78214, 4.44912, 1.35174], [-3.77041, 2.94984, 4.19225], [-4.31360, 3.57073, 5.01368], [-5.24349, 2.42573, 1.99997], [-6.30924, 2.65828, 1.62519], [-2.43918, -1.15364, 5.65999], [-3.72117, -1.41973, 4.40123], [-1.99360, -1.99701, 4.11582], [-0.99140, 1.86564, 2.63743], [-0.76624, 1.95127, 0.10305], [0.21288, 0.84967, 1.15575], [-1.50393, -0.26279, -1.23730], [-3.21384, -1.54987, -0.25015], [-4.16021, -1.03346, 1.91399], [0.33438, 0.37855, -6.92923], [0.41933, 0.09984, -5.57324], [1.01480, -1.08885, -5.16561], [1.20173, -1.29703, -3.81125], [1.84638, -2.47018, -3.51755], [0.80665, -0.39117, -2.81605], [1.22983, -0.53186, -1.32628], [1.76818, -1.93116, -0.86346], [0.98382, -3.02174, -0.48659], [-0.39608, -2.91931, -0.54061], [1.49495, -4.23023, -0.04422], [2.88235, -4.35324, 0.02666], [3.38985, -5.49206, 0.58571], [3.72303, -3.36073, -0.43263], [3.15985, -2.17606, -0.86624], [4.01387, -1.22866, -1.37956], [1.94560, 0.66778, -0.63630], [2.24816, 0.65039, 0.74824], [1.97918, -0.51076, 1.46516], [2.79761, 1.69674, 1.48305], [3.16613, 2.83236, 0.75933], [3.46292, 3.99265, 1.44649], [3.09988, 2.85109, -0.62613], [2.56214, 1.75505, -1.28805], [2.75083, 1.79418, -2.64602], [-0.26562, -0.71254, -0.48863], [0.21770, 0.77955, -3.30649], [-0.15658, 1.73272, -2.39266], [0.01433, 1.07212, -4.64417], [1.40013, -1.83222, -5.86517], [0.77980, -4.98668, 0.22349], [4.80181, -3.49853, -0.47260], [2.86964, 1.61816, 2.56232], [3.44530, 3.70811, -1.20826], [-0.37999, 2.03764, -4.95782]],
  "forces_ev_per_angstrom": [[-0.396, -0.371, -0.037], [-0.582, -0.104, -3.081], [1.450, 1.195, 0.191], [-0.239, -2.761, 2.567], [0.817, 0.491, -1.673], [0.933, 3.551, -0.265], [-2.796, -0.606, 2.071], [1.426, -0.617, -0.512], [3.295, -8.106, -3.873], [1.396, 4.874, -1.170], [0.120, -1.098, -0.392], [-2.664, 6.177, 8.397], [2.058, -1.994, -2.039], [-6.712, 0.697, -2.339], [3.036, -0.516, 0.873], [-0.122, 0.095, -0.690], [0.858, 0.052, 0.167], [-0.572, 0.735, 0.283], [-0.641, 0.078, 0.102], [-0.188, -1.565, 0.426], [-2.604, 0.097, -0.809], [-0.753, 1.142, 0.614], [1.240, 0.360, 0.509], [1.256, 0.173, -0.548], [-0.027, -0.556, 2.556], [0.271, 0.685, -1.146], [0.140, -0.085, -0.240], [-0.197, -0.364, -0.781], [-0.461, 0.859, 0.529], [0.022, -0.411, 0.398], [1.793, 0.500, -1.293], [-0.944, 0.413, -0.223], [-1.517, -1.805, 0.641], [2.172, -0.239, -0.059], [-1.862, 1.382, -0.428], [1.116, -2.192, 1.216], [-0.957, 2.392, -1.352], [1.009, 1.025, -0.433], [2.896, -0.114, -0.568], [-1.807, -1.596, 1.004], [0.615, -0.167, 0.771], [0.465, 0.050, 0.309], [-0.163, 0.877, -0.753], [-0.239, -0.374, -0.352], [-0.652, 1.188, 0.772], [-0.069, -1.999, -1.148], [0.188, 0.223, -0.038], [0.427, 0.652, -0.647], [-0.845, -0.326, 1.377], [-0.847, -1.149, 1.679], [-0.293, 0.776, -0.277], [0.238, -0.775, -0.665], [0.073, -0.232, -0.182], [-0.237, 0.333, 0.082], [0.164, -0.450, 0.205], [-0.213, 0.012, 0.108], [0.146, 0.116, -0.150], [-0.032, -0.306, 0.248], [0.014, -0.321, 0.069]]
}

=====

{
  "formula": "C3H8N2O2",
  "method": "ωB97M-V/def2-TZVPD",
  "smiles": "NCC(=O)NCO",
  "species": ["N", "C", "C", "O", "N", "C", "O", "H", "H", "H", "H", "H", "H", "H", "H"],
  "xyz": [[-1.72767, -0.54195, -1.91552], [-1.00879, -0.45978, -0.66563], [0.15172, 0.53659, -0.68683], [0.49639, 1.07047, -1.71867], [0.74678, 0.86881, 0.50779], [0.72259, 0.05306, 1.70437], [1.99362, -0.47198, 2.01263], [-2.32881, 0.26360, -2.01654], [-1.06522, -0.53760, -2.68445], [-1.69800, -0.17104, 0.13316], [-0.68119, -1.45824, -0.35364], [1.55822, 1.45884, 0.37986], [-0.03512, -0.72603, 1.56967], [0.39466, 0.66616, 2.55035], [2.48082, -0.55092, 1.18345]],
  "forces_ev_per_angstrom": [[0.047, -0.231, 0.092], [-0.273, -0.051, 0.338], [-0.015, -0.041, 0.107], [0.065, 0.064, -0.142], [0.108, -0.532, -0.139], [-0.504, 0.451, -0.001], [-0.021, 0.108, -0.119], [0.080, 0.071, -0.166], [-0.134, 0.125, 0.025], [-0.043, 0.114, -0.095], [0.294, 0.086, -0.196], [-0.093, 0.199, 0.150], [0.243, -0.018, 0.002], [0.286, -0.135, 0.042], [-0.040, -0.208, 0.101]]
}

=====

{
  "formula": "C12H17BN6ReS3",
  "method": "ωB97M-V/def2-TZVPD",
  "multiplicity": 2,
  "s2": 0.798,
  "charge": 2,
  "species": ["Re", "C", "S", "C", "S", "N", "N", "C", "C", "C", "C", "C", "C", "N", "H", "H", "H", "H", "H", "H", "H", "H", "S", "C", "N", "C", "C", "N", "H", "H", "H", "H", "H", "H", "B", "C", "N", "H", "H", "H"],
  "xyz": [[-0.12267, -0.29650, -0.23124], [4.68263, 0.62390, 2.19486], [3.40283, -0.28720, 3.11126], [2.06703, -0.36910, 2.04346], [1.96673, 0.58740, 0.56636], [1.08813, -1.15940, 2.39546], [0.04113, -1.28490, 1.62966], [-0.96677, -2.05500, 1.97716], [-2.06187, -2.13690, 1.05566], [-3.15687, -2.99950, 1.19066], [-4.12537, -3.02290, 0.20106], [-3.99637, -2.17631, -0.89554], [-2.89737, -1.33870, -0.96664], [-1.95687, -1.32090, -0.02904], [5.59233, 0.48140, 2.77506], [4.45093, 1.68400, 2.13756], [4.80603, 0.20040, 1.20196], [-0.94827, -2.59610, 2.91476], [-3.22597, -3.65080, 2.04816], [-4.96887, -3.69460, 0.26806], [-4.72347, -2.16470, -1.69094], [-2.76097, -0.66690, -1.80584], [-0.86537, 1.50700, -1.54514], [-0.20697, 3.03970, -1.18404], [0.08813, 3.49799, 0.02476], [0.43993, 4.91179, -0.00874], [0.41703, 5.22950, -1.51914], [-0.04457, 3.97750, -2.09804], [-0.03497, 2.99430, 0.88766], [1.42353, 5.07320, 0.43666], [-0.29447, 5.49870, 0.55016], [1.40803, 5.47770, -1.90884], [-0.26887, 6.04270, -1.77144], [-0.19257, 3.85360, -3.08604], [1.07053, -4.35960, -1.99614], [0.81183, -2.99030, -1.45604], [0.55593, -1.96310, -0.95364], [0.02883, -4.82260, -2.33114], [1.77793, -4.36580, -2.95054], [1.70003, -4.95880, -1.18224]],
  "forces_ev_per_angstrom": [[3.326, -1.467, 1.299], [-0.386, 0.001, -0.052], [0.149, -0.005, 0.006], [-0.791, -0.537, -0.362], [-1.621, 0.411, -0.798], [1.594, -0.297, 1.843], [-2.061, 0.572, -1.590], [0.953, 0.523, 0.121], [-0.793, -0.346, -0.379], [0.688, 0.364, 0.148], [-0.017, 0.230, -0.375], [0.058, -0.167, 0.259], [-0.536, 0.011, -0.330], [-0.033, 0.662, -0.305], [-0.038, -0.046, -0.003], [-0.005, -0.001, 0.034], [0.108, -0.037, 0.017], [0.122, -0.056, 0.021], [0.026, -0.019, 0.105], [-0.022, -0.033, 0.074], [-0.078, -0.026, -0.062], [-0.040, -0.041, 0.054], [-0.987, -1.441, 0.248], [0.723, 0.749, 0.359], [-0.051, -0.172, -0.226], [0.151, 0.618, 0.207], [0.223, 0.667, 0.007], [-0.135, -0.362, 0.050], [-0.060, -0.158, -0.188], [-0.110, -0.012, -0.077], [0.095, -0.093, -0.093], [-0.137, -0.030, 0.077], [0.115, -0.131, 0.077], [-0.049, -0.190, -0.028], [0.327, -0.142, -0.452], [0.290, -0.994, -0.401], [-0.608, 1.792, 0.237], [-0.564, -0.141, 0.225], [0.253, 0.494, -0.388], [-0.078, -0.151, 0.639]]
}

=====

Respective relative energy (zero: lowest compared OMol25 entry of this formula, charge and spin) values: 97.7 36.4 22.9 31.6 kcal per mole.